Molecular formula: C6H14N2Si
Method: DFT, ωB97M-V/def2-TZVPD

Geometry as ORCA input:
```
! wB97M-V def2-TZVPD RIJCOSX def2/J DEFGRID3
* xyz 0 1
C -1.51946 1.22678 0.04562
C -3.03021 0.62921 0.29290
C -0.56712 0.41380 0.87623
C 2.19061 1.16692 -0.51626
C 0.54313 -1.10560 -1.68859
C 2.05491 -1.55863 1.18747
N -3.04196 -0.78523 0.41542
N -2.15402 -1.49004 0.57441
Si 0.98549 -0.42844 0.04571
H -1.33104 1.21717 -1.01861
H -1.56192 2.23848 0.36646
H -3.47975 1.07604 1.20509
H -3.44268 0.76515 -0.65905
H -0.72309 0.63623 1.99602
H 3.11914 1.10484 0.05334
H 2.29795 1.24583 -1.57618
H 1.70507 2.08517 -0.14742
H 0.31157 -0.09479 -2.15635
H 1.34999 -1.58447 -2.16243
H -0.32531 -1.74335 -1.56905
H 2.48184 -0.81323 1.95317
H 1.29438 -2.08607 1.80650
H 2.84246 -2.11581 0.67559
*
```

For the HOMO energy (spin up / spin down), the calculation gives -0.2824 / -0.2811 hartree. Its energy above the lowest of the compared OMol25 structures with the same formula, charge and spin is 525.80 kJ/mol. The calculation puts the HOMO-LUMO gap (spin up / spin down) at 8.51 / 8.18 eV.